Molecular formula: C51H80BrClO20
Method: DFT, ωB97M-V/def2-TZVPD

XYZ file:
```
153
Properties=species:S:1:pos:R:3:forces:R:3
C 4.571 -6.605 4.050 -1.35 1.37 -2.24
C 3.995 -6.062 2.875 1.65 -0.62 1.53
C 2.901 -4.904 2.811 -4.23 -0.81 0.46
O 1.680 -5.250 2.891 5.02 1.29 -0.16
O 3.171 -3.512 2.696 0.54 -3.08 -0.68
C 3.922 -3.195 1.486 1.27 1.08 -1.27
C 3.002 -2.556 0.303 -0.20 0.55 0.20
C 1.468 -2.324 0.729 0.05 0.14 -0.08
C 0.668 -1.343 -0.304 0.09 -0.12 0.81
C 0.569 0.132 0.352 0.37 -0.66 0.03
C -0.515 0.095 1.562 1.31 0.85 -0.71
C -1.741 1.095 1.342 -1.54 -1.85 1.11
Br -1.465 3.040 1.734 0.98 -0.88 0.26
O -2.428 1.126 0.062 -1.42 1.68 0.89
C -3.767 1.624 0.363 -2.33 1.06 -1.66
O -4.664 1.948 -0.456 4.88 -1.59 3.93
O -3.932 1.696 1.812 0.25 -1.75 -2.24
C -3.028 0.626 2.241 1.30 1.33 -0.40
Cl -3.644 -0.831 1.293 0.15 -0.46 1.80
C -2.783 0.498 3.829 -0.60 0.07 0.00
C -3.527 -0.744 4.547 -0.08 -0.35 0.59
C -2.561 -2.041 4.725 0.18 0.11 0.09
C -3.392 -3.438 4.712 0.12 1.20 -1.29
C -3.695 -3.777 3.151 -0.84 0.06 0.90
C -4.036 -5.328 2.883 -1.19 1.07 0.42
C -4.858 -5.412 1.504 -0.72 -0.89 -0.17
C -4.150 -6.221 0.308 -0.31 0.72 -0.83
C -2.546 -6.222 0.310 -0.29 -0.90 -0.76
C -1.854 -4.769 0.366 1.13 -1.22 0.68
O -2.696 -3.696 -0.112 0.92 -1.17 -0.62
C -2.655 -3.615 -1.569 -0.13 0.03 -0.03
H 4.278 -6.212 5.081 0.54 -0.63 -1.63
H 5.340 -7.450 3.967 -1.39 1.39 0.14
H 4.324 -6.515 1.865 -0.71 0.94 1.73
H 4.524 -4.093 1.075 -1.15 1.17 0.83
H 4.702 -2.403 1.772 -1.32 -1.26 -0.27
H 3.035 -3.231 -0.629 -0.02 1.12 1.37
H 3.451 -1.505 0.050 -0.78 -2.24 0.30
H 0.941 -3.341 0.805 0.74 1.50 0.00
H 1.441 -1.834 1.776 0.05 -0.92 -1.58
H -0.402 -1.746 -0.367 1.38 0.57 -0.19
H 1.182 -1.326 -1.334 -0.99 -0.05 1.84
H 1.600 0.381 0.818 -1.59 -0.28 -0.89
H 0.327 0.928 -0.435 0.22 -1.06 1.24
H 0.061 0.410 2.511 -1.30 -0.25 -1.37
H -0.824 -0.997 1.730 -0.12 1.76 -0.35
H -3.150 1.488 4.305 0.57 -1.54 -0.98
H -1.648 0.428 4.042 -1.85 0.11 -0.59
H -3.841 -0.376 5.601 0.44 -0.64 -1.73
H -4.498 -1.078 4.005 1.87 0.80 0.82
H -1.938 -1.979 5.698 -1.05 0.16 -1.51
H -1.802 -1.993 3.852 -1.13 -0.40 1.33
H -2.810 -4.290 5.204 -0.84 1.28 -0.54
H -4.403 -3.215 5.233 1.68 -0.75 -0.60
H -2.879 -3.341 2.481 -1.06 -0.89 0.92
H -4.660 -3.182 2.898 1.60 -1.01 0.26
H -3.148 -6.039 2.974 -1.08 1.12 -0.37
H -4.776 -5.636 3.724 1.30 0.48 -1.28
H -5.852 -5.969 1.732 1.59 0.91 -0.42
H -5.196 -4.370 1.123 0.93 -1.65 0.80
H -4.596 -7.288 0.229 1.09 1.63 0.28
H -4.476 -5.696 -0.677 0.50 -0.91 1.56
H -2.172 -6.930 1.146 -0.38 1.43 -1.24
H -2.208 -6.729 -0.680 -0.64 0.71 1.58
H -1.491 -4.621 1.457 -0.93 0.36 -1.82
H -0.875 -4.824 -0.257 -1.55 0.20 0.91
H -3.736 -3.400 -1.916 1.86 -0.21 0.39
H -2.289 -4.607 -2.039 -0.65 1.56 0.73
H -1.922 -2.769 -1.844 -1.21 -1.22 0.14
O 2.691 -0.904 -2.582 0.60 0.28 -1.06
C 2.577 0.038 -3.329 0.11 -0.20 0.81
C 1.524 1.108 -3.232 -0.20 0.14 -0.37
C 1.610 1.763 -4.592 -0.63 0.34 -0.37
C 3.056 1.548 -4.967 0.18 0.67 -0.35
O 3.421 0.300 -4.362 -0.15 -0.60 0.45
H 1.791 1.800 -2.429 -0.08 -0.15 0.09
H 0.538 0.675 -3.057 0.16 -0.02 0.33
H 1.318 2.815 -4.591 0.15 -0.07 0.01
H 0.961 1.233 -5.296 0.14 0.19 0.12
H 3.709 2.332 -4.571 -0.22 -0.20 -0.02
H 3.193 1.486 -6.049 0.12 -0.21 0.12
O -1.614 -0.228 -7.711 0.73 -0.10 0.63
C -0.876 -0.955 -7.097 -0.76 0.51 -0.92
C -0.993 -2.452 -7.008 -0.01 -0.30 0.46
C -0.091 -2.773 -5.836 -0.06 -0.59 0.30
C 0.928 -1.660 -5.893 0.50 -0.16 0.33
O 0.220 -0.526 -6.411 -0.44 -0.03 -0.26
H -0.625 -2.894 -7.938 -0.15 0.07 -0.03
H -2.022 -2.755 -6.819 0.04 0.12 -0.37
H 0.355 -3.768 -5.885 0.04 0.13 0.05
H -0.663 -2.705 -4.904 0.10 -0.01 -0.07
H 1.759 -1.890 -6.566 -0.04 0.05 0.04
H 1.329 -1.424 -4.905 -0.04 0.11 -0.24
O 0.990 3.480 -0.838 0.40 0.33 -0.72
C 0.897 4.403 -1.612 0.03 -0.42 0.78
C -0.130 5.500 -1.554 -0.27 0.07 -0.40
C -0.022 6.110 -2.934 -0.49 0.39 -0.23
C 1.422 5.848 -3.294 0.16 0.42 -0.46
O 1.752 4.613 -2.649 -0.19 -0.45 0.46
H 0.150 6.209 -0.772 -0.08 -0.06 -0.02
H -1.126 5.096 -1.370 0.19 -0.01 0.33
H -0.289 7.168 -2.968 0.09 -0.09 -0.03
H -0.680 5.573 -3.625 0.08 0.07 0.04
H 2.092 6.627 -2.920 -0.01 -0.08 -0.01
H 1.562 5.748 -4.372 0.18 -0.16 0.17
O -7.409 -2.176 5.671 0.28 0.42 -0.80
C -7.527 -1.254 4.905 0.11 -0.69 0.99
C -8.577 -0.177 4.980 -0.33 0.13 -0.39
C -8.493 0.445 3.603 -0.52 0.36 -0.17
C -7.049 0.211 3.232 0.23 0.49 -0.61
O -6.685 -1.018 3.861 -0.42 -0.45 0.38
H -8.304 0.532 5.765 -0.05 -0.14 0.07
H -9.563 -0.602 5.170 0.22 -0.01 0.32
H -8.780 1.497 3.578 0.10 -0.08 -0.06
H -9.146 -0.099 2.913 0.08 0.08 0.04
H -6.391 1.002 3.606 0.00 -0.04 -0.04
H -6.916 0.122 2.152 0.22 -0.10 0.17
O -0.516 9.687 1.705 0.02 -0.93 -0.28
C -0.509 8.520 2.004 -0.23 1.27 -0.01
C -0.295 7.969 3.387 0.36 -0.39 0.14
C 0.004 6.512 3.106 0.27 -0.37 0.50
C -0.764 6.261 1.830 -0.08 -0.52 -0.02
O -0.739 7.506 1.124 0.14 0.43 0.01
H -1.213 8.093 3.966 0.08 0.14 -0.02
H 0.542 8.463 3.881 -0.31 0.23 -0.01
H -0.280 5.841 3.919 0.00 -0.01 -0.15
H 1.076 6.386 2.924 -0.12 -0.04 0.01
H -1.807 5.989 2.020 0.03 0.04 -0.03
H -0.301 5.483 1.221 -0.12 0.20 -0.08
O 4.744 -0.213 1.244 0.44 0.96 0.57
C 4.889 0.985 1.252 -0.43 -0.83 -0.20
C 4.685 1.900 0.076 0.34 0.27 -0.19
C 5.368 3.168 0.538 0.14 0.49 -0.45
C 5.201 3.101 2.038 0.07 0.51 0.21
O 5.222 1.705 2.357 -0.02 -0.50 -0.20
H 3.613 2.048 -0.080 0.00 -0.12 -0.07
H 5.152 1.495 -0.822 -0.33 -0.17 0.04
H 4.952 4.076 0.098 0.03 -0.06 0.09
H 6.432 3.126 0.281 -0.10 0.04 0.04
H 4.246 3.520 2.369 0.03 -0.06 -0.01
H 6.012 3.610 2.563 -0.11 -0.23 0.13
O 5.294 3.760 -4.195 0.42 -0.68 0.28
C 6.169 2.942 -4.338 -0.36 0.92 0.21
C 7.198 2.941 -5.434 0.10 -0.41 -0.34
C 7.747 1.532 -5.352 0.35 -0.25 -0.53
C 7.561 1.195 -3.892 0.36 -0.52 0.15
O 6.383 1.902 -3.489 -0.37 0.47 -0.18
H 7.961 3.689 -5.207 -0.14 0.08 -0.05
H 6.741 3.138 -6.404 0.02 0.33 0.20
H 8.782 1.444 -5.686 -0.08 -0.04 0.10
H 7.136 0.864 -5.968 0.08 0.04 0.09
H 8.399 1.534 -3.276 -0.07 0.01 -0.01
H 7.418 0.124 -3.735 -0.15 0.19 0.17
```
Forces are in eV/Å.

Net charge: 0
Total energy in Eh: -6530.11954
Strongest force on any atom in eV Å⁻¹: 6.46
ΔE to the lowest compared entry with this formula, charge and spin in kJ/mol: 678.79
Molecular weight in g mol⁻¹: 1128.5